A molecular structure, C25H47Cl2NO2P2PrS2 at a distorted geometry, computed with ωB97M-V/def2-TZVPD.

Geometry as ORCA input:
```
! RIJCOSX wB97M-V def2-TZVPD def2/J DEFGRID3
* xyz -1 3
Pr -0.466 -0.478 -0.839
Cl -0.005 -2.110 -2.610
P 0.427 1.125 -2.346
C -0.159 0.892 -4.128
C 0.168 2.948 -2.041
C 2.267 0.797 -2.490
C -1.600 0.417 -4.256
H 0.477 0.076 -4.471
C 0.061 2.099 -5.035
H -0.719 2.846 -4.902
H 0.014 1.773 -6.075
H 1.018 2.590 -4.896
H -1.683 -0.650 -4.084
H -1.954 0.621 -5.268
H -2.267 0.929 -3.567
H 2.238 -0.224 -2.877
C 2.991 0.756 -1.149
C 3.031 1.664 -3.480
H 2.826 1.398 -4.512
H 4.102 1.533 -3.322
H 2.816 2.724 -3.347
H 2.306 0.641 -0.314
H 3.586 1.649 -0.981
H 3.673 -0.094 -1.136
C -1.321 3.253 -1.919
H 0.538 3.435 -2.943
C 0.954 3.506 -0.862
H -1.845 3.162 -2.866
H -1.453 4.278 -1.571
H -1.799 2.590 -1.205
H 0.886 2.870 0.013
H 0.547 4.482 -0.594
H 2.001 3.650 -1.106
Cl -0.910 1.066 0.835
H -1.837 -0.461 -1.719
P -1.288 -2.335 0.394
C -0.145 -3.839 0.339
C -1.682 -2.156 2.209
C -2.815 -2.966 -0.491
C 1.340 -3.501 0.315
H -0.387 -4.272 -0.632
C -0.411 -4.883 1.420
H 0.036 -4.598 2.370
H 0.051 -5.825 1.122
H -1.463 -5.082 1.595
H 1.649 -3.138 -0.657
H 1.914 -4.403 0.534
H 1.605 -2.755 1.061
H -2.369 -3.231 -1.452
C -3.861 -1.889 -0.756
C -3.471 -4.208 0.091
H -2.884 -5.107 -0.072
H -4.437 -4.365 -0.391
H -3.661 -4.109 1.160
H -3.492 -0.890 -0.540
H -4.765 -2.050 -0.176
H -4.144 -1.915 -1.809
C -0.452 -1.670 2.968
H -1.908 -3.168 2.546
C -2.901 -1.292 2.506
H 0.238 -2.476 3.202
H -0.762 -1.222 3.912
H 0.088 -0.921 2.399
H -2.833 -0.314 2.043
H -2.979 -1.144 3.584
H -3.822 -1.767 2.179
O 2.711 0.039 6.319
S 1.586 0.704 5.513
O 0.228 0.125 5.938
N 1.775 -0.303 4.088
C 1.959 0.343 2.987
S 2.072 -0.588 1.405
C 2.036 1.796 3.182
C 2.312 2.781 2.241
C 2.283 4.129 2.638
C 1.999 4.469 3.975
C 1.770 3.464 4.922
C 1.799 2.136 4.501
H 2.552 2.510 1.230
H 2.480 4.909 1.915
H 1.974 5.509 4.277
H 1.570 3.710 5.958
*
```

The maximum force is 0.1876 Eh/bohr. The value obtained for the total energy is -4102.3157 Eh. Its HOMO energy (spin up / spin down) is -4.3381 / -4.3776 eV. As for the expectation value of S²: 2.004. For the orbital gap (spin up / spin down), the calculation gives 6.586 / 6.627 eV. The calculation puts the LUMO energy (spin up / spin down) at 2.2 / 2.2 eV. As for the relative energy (zero: lowest compared OMol25 entry of this formula, charge and spin): 205.6 kcal per mole.